(1)
{"formula": "C8H14N2", "method": "the ωB97M-V functional and the def2-TZVPD basis", "symbols": ["C", "C", "C", "C", "C", "C", "C", "C", "N", "N", "H", "H", "H", "H", "H", "H", "H", "H", "H", "H", "H", "H", "H", "H"], "positions_angstrom": [[0.0548, -0.0604, -0.0404], [-1.1201, 0.3118, -0.4388], [0.4012, -1.1760, -2.0651], [-1.6203, -0.1017, -1.8534], [-2.1732, 1.1128, 0.2852], [1.6797, 1.3307, 1.1963], [0.4868, -0.5749, 2.3391], [1.0761, -0.0676, 1.0159], [-0.6959, -0.8982, -2.5731], [1.4784, -1.8465, -2.4314], [-2.5637, -0.6512, -1.7488], [-1.8316, 0.8072, -2.4301], [-2.9754, 0.4513, 0.6149], [-2.6035, 1.8673, -0.3721], [-1.7508, 1.6067, 1.1563], [0.9288, 2.0220, 1.5735], [2.0510, 1.7094, 0.2468], [2.5044, 1.2957, 1.9064], [-0.3026, 0.0891, 2.6826], [1.2621, -0.6191, 3.1013], [0.0650, -1.5694, 2.2099], [1.8887, -0.7499, 0.7295], [2.2305, -1.9734, -1.7805], [1.5300, -2.3156, -3.3240]], "lowdin_charge": [0.036, -0.289, -0.244, -0.214, -0.053, -0.071, -0.069, -0.436, 0.015, 0.104, 0.115, 0.113, 0.083, 0.076, 0.066, 0.076, 0.077, 0.075, 0.073, 0.075, 0.079, 0.122, 0.087, 0.103], "e_tot_ev": -11500.3554, "e_homo_ev": -7.64, "orbital_gap_ev": 8.4060, "charge": 0, "e_above_lowest_kj_mol": 301.6}



(2)
{"formula": "C8H14N2", "method": "the ωB97M-V functional and the def2-TZVPD basis", "symbols": ["C", "C", "C", "C", "C", "C", "C", "C", "N", "N", "H", "H", "H", "H", "H", "H", "H", "H", "H", "H", "H", "H", "H", "H"], "positions_angstrom": [[-0.9483, 0.8517, 1.2809], [-1.5650, 1.7327, 0.2962], [-1.9317, 1.0412, -0.9895], [-0.7905, -0.1205, -1.0488], [1.0780, -0.5989, 0.5997], [-0.3155, -0.2460, 0.3697], [-1.0546, -1.5391, 0.9224], [2.8252, 0.6925, -0.8046], [2.0376, 1.4642, 1.2113], [1.9327, 0.6244, 0.3871], [-2.3846, 2.3206, 0.8259], [-0.7977, 2.4199, 0.0002], [-2.9020, 0.6769, -0.8703], [-1.8266, 1.6323, -1.8841], [-1.4244, -0.9492, -1.3721], [-0.0597, 0.0829, -1.7930], [1.2963, -0.9267, 1.5938], [1.4165, -1.3438, -0.0787], [-0.5889, -2.4068, 0.4730], [-2.0800, -1.7595, 0.7727], [-0.9062, -1.5871, 1.9616], [2.1127, 0.5669, -1.6110], [3.2299, 1.7443, -0.8695], [3.6254, -0.0638, -0.8930]], "lowdin_charge": [0.149, -0.264, -0.137, -0.108, -0.131, -0.533, -0.044, -0.041, 0.125, -0.343, 0.124, 0.124, 0.082, 0.099, 0.106, 0.084, 0.127, 0.120, 0.087, 0.076, 0.062, 0.054, 0.098, 0.087], "e_tot_ev": -11496.3219, "e_homo_ev": -7.49, "orbital_gap_ev": 7.7296, "charge": 0, "e_above_lowest_kj_mol": 690.8}



(3)
{"formula": "C8H14N2", "method": "the ωB97M-V functional and the def2-TZVPD basis", "symbols": ["C", "C", "C", "C", "N", "H", "H", "H", "H", "H", "H", "H", "C", "C", "C", "C", "N", "H", "H", "H", "H", "H", "H", "H"], "positions_angstrom": [[-17.1093, -23.3368, 22.1147], [-15.6966, -22.7817, 22.1009], [-15.6339, -21.2371, 22.2277], [-16.8520, -20.5638, 21.7686], [-17.8111, -20.0803, 21.3645], [-17.6588, -23.0780, 23.0206], [-17.1954, -24.4047, 21.9231], [-17.6960, -22.8696, 21.3160], [-15.1648, -23.0445, 21.1857], [-15.0963, -23.2019, 22.9074], [-14.7869, -20.8153, 21.6841], [-15.4149, -20.9449, 23.2574], [-11.9298, -19.5694, 29.5268], [-12.6397, -19.6457, 28.1775], [-12.6701, -21.1100, 27.6874], [-13.3467, -21.1535, 26.3863], [-13.8902, -21.1856, 25.3733], [-11.8369, -18.5487, 29.9011], [-10.9027, -19.9460, 29.5389], [-12.4796, -20.1793, 30.2456], [-12.2011, -19.0162, 27.4039], [-13.6525, -19.2679, 28.3182], [-13.2484, -21.7248, 28.3774], [-11.6805, -21.5469, 27.5729]], "lowdin_charge": [-0.122, -0.245, -0.187, -0.252, 0.140, 0.080, 0.070, 0.064, 0.103, 0.097, 0.114, 0.076, -0.116, -0.256, -0.185, -0.221, 0.157, 0.072, 0.073, 0.074, 0.111, 0.112, 0.121, 0.121], "e_tot_ev": -11502.7039, "e_homo_ev": -10.94, "orbital_gap_ev": 11.5873, "charge": 0, "e_above_lowest_kj_mol": 75.0}



(4)
{"formula": "C8H14N2O2", "method": "the ωB97M-V functional and the def2-TZVPD basis", "symbols": ["C", "C", "C", "C", "C", "C", "C", "C", "N", "N", "O", "O", "H", "H", "H", "H", "H", "H", "H", "H", "H", "H", "H", "H", "H", "H"], "positions_angstrom": [[0.4621, 3.0508, -0.7136], [4.4649, -1.5773, -0.0669], [0.2697, 2.9018, 1.7401], [1.2059, -0.8497, -1.2773], [-1.1587, -1.7799, -0.9045], [-1.4400, 0.5570, 0.9438], [0.7535, 2.4920, 0.5535], [0.0405, -0.8460, -0.3893], [0.1162, 3.4013, -1.7576], [-0.4638, 0.4893, -0.1237], [4.6849, -0.5055, -0.4259], [4.3724, -2.6211, 0.3565], [-0.6536, 3.3820, 2.0193], [0.2925, -1.1303, 0.6368], [0.7619, 2.5206, 2.6811], [0.9598, -0.5024, -2.3108], [2.0725, -0.2319, -0.8179], [1.5638, -1.8648, -1.4935], [-0.5735, -2.7282, -1.0375], [-1.3968, -1.4223, -1.9496], [-2.1173, -1.8801, -0.3261], [-0.9386, 0.4243, 1.9881], [-1.7741, 1.6850, 0.9897], [-2.2002, -0.1970, 0.6824], [1.6015, 1.8823, 0.4131], [-1.0581, 0.7582, -0.9109]], "lowdin_charge": [-0.249, -0.461, -0.012, -0.078, -0.050, -0.131, -0.231, -0.481, 0.148, -0.161, 0.203, 0.237, 0.059, 0.135, 0.081, 0.101, 0.095, 0.078, 0.077, 0.088, 0.072, 0.112, 0.105, 0.062, 0.084, 0.115], "e_tot_ev": -15596.0112, "e_homo_ev": -8.84, "orbital_gap_ev": 9.2111, "charge": 0, "e_above_lowest_kj_mol": 171.6}



(5)
{"formula": "C8H14N2O3", "method": "the ωB97M-V functional and the def2-TZVPD basis", "symbols": ["C", "C", "C", "C", "C", "C", "C", "C", "H", "H", "H", "H", "H", "H", "H", "H", "H", "H", "H", "H", "H", "H", "N", "N", "O", "O", "O"], "positions_angstrom": [[1.5962, -0.9267, -0.1799], [0.2248, -0.2128, -0.1846], [2.3712, -0.7240, 1.1508], [3.3441, 0.4519, 0.9062], [3.1231, 0.8351, -0.6921], [-1.7888, 0.5195, 0.7371], [-2.7075, -0.4770, 0.0102], [-1.7701, 1.8874, 0.0597], [1.9100, -0.3026, -2.0386], [1.4234, -1.9855, -0.5423], [3.0432, -1.5683, 1.3045], [1.7027, -0.8332, 2.0522], [4.3224, 0.2045, 1.2370], [2.9310, 1.2286, 1.5123], [4.0276, 1.0186, -1.2929], [2.3098, 1.5801, -0.7537], [-0.4133, -0.8201, 1.6279], [-2.2781, 0.7669, 1.7163], [-1.2412, 1.9635, -0.9413], [-2.8867, 2.0973, 0.0198], [-1.3040, 2.6318, 0.7331], [-4.4787, -0.6439, -0.6317], [2.5128, -0.4936, -1.2073], [-0.5138, -0.1437, 0.9459], [0.0168, 0.4301, -1.1540], [-2.2418, -1.5074, -0.3724], [-3.9523, -0.0473, -0.1006]], "lowdin_charge": [-0.288, -0.467, -0.153, -0.122, -0.102, -0.264, -0.501, -0.046, 0.114, 0.163, 0.096, 0.113, 0.081, 0.079, 0.098, 0.096, 0.115, 0.165, 0.097, 0.098, 0.086, 0.130, -0.051, 0.125, 0.063, 0.135, 0.138], "e_tot_ev": -17645.0694, "e_homo_ev": -8.77, "orbital_gap_ev": 9.3356, "charge": 0, "e_above_lowest_kj_mol": 169.0}



(6)
{"formula": "C8H14N2P", "method": "the ωB97M-V functional and the def2-TZVPD basis", "symbols": ["C", "C", "C", "C", "C", "C", "C", "C", "N", "N", "P", "H", "H", "H", "H", "H", "H", "H", "H", "H", "H", "H", "H", "H", "H"], "positions_angstrom": [[-0.0073, 0.3328, -0.6710], [-1.1841, 0.5572, -0.1559], [2.2874, 0.4543, 0.0816], [-3.5673, -0.5016, 0.5967], [-4.9800, -0.1763, 0.2419], [-5.5823, -0.6242, -0.8438], [4.6105, -0.4845, 0.1031], [3.3935, -0.0708, 0.9361], [2.5197, 1.4583, -0.7433], [1.0943, -0.0889, 0.1364], [-2.5479, 1.0858, 0.5722], [0.2125, 0.4011, -1.7304], [-3.5139, -0.8863, 1.6195], [-3.1413, -1.2322, -0.0904], [-5.4956, 0.4737, 0.9352], [1.7708, 1.8567, -1.2906], [-6.6038, -0.3754, -1.0685], [-5.0805, -1.2716, -1.5443], [5.3545, -0.9379, 0.7507], [5.0729, 0.3672, -0.3882], [4.3284, -1.2148, -0.6513], [3.6908, 0.7051, 1.6476], [3.0376, -0.9268, 1.5110], [3.4337, 1.8769, -0.8089], [0.8973, -0.7780, 0.8548]], "lowdin_charge": [-0.200, -0.374, -0.321, -0.426, -0.289, 0.016, -0.067, -0.142, 0.239, 0.102, 1.022, 0.120, 0.077, 0.074, 0.094, 0.126, 0.061, 0.063, 0.089, 0.074, 0.090, 0.138, 0.124, 0.139, 0.172], "e_tot_ev": -20783.9419, "e_homo_ev": -12.15, "orbital_gap_ev": 8.8027, "charge": 1, "e_above_lowest_kj_mol": 0.0}



(7)
{"formula": "C8H14N2S", "method": "the ωB97M-V functional and the def2-TZVPD basis", "symbols": ["C", "C", "C", "C", "C", "C", "C", "C", "N", "N", "S", "H", "H", "H", "H", "H", "H", "H", "H", "H", "H", "H", "H", "H", "H"], "positions_angstrom": [[6.1039, -0.5528, 1.1603], [5.5282, 0.5862, 1.6954], [5.3183, -1.0837, 3.1684], [-8.2263, -2.7153, -7.4845], [5.5026, 2.1787, 4.4843], [-10.0123, 0.0802, -4.2135], [4.5125, 1.1171, 3.9796], [-10.6574, -0.1285, -5.4732], [5.9694, -1.5521, 2.0772], [5.1474, 0.2530, 2.9704], [-9.4940, -1.9268, -7.5649], [6.5780, -0.5486, 0.1839], [5.3480, 1.5391, 1.3432], [5.5412, -1.6102, 4.0838], [-7.4287, -3.2661, -7.7034], [5.7559, 3.0937, 3.7775], [5.1417, 2.5191, 5.4992], [6.3926, 1.6168, 4.7076], [-10.9025, -0.2112, -3.7296], [-9.8783, 1.1442, -3.9638], [-9.2131, -0.6111, -3.8526], [3.5420, 1.4612, 3.7343], [4.4225, 0.3973, 4.8084], [-11.4022, 0.7279, -5.6127], [6.4106, -2.5082, 1.9246]], "lowdin_charge": [-0.021, 0.024, -0.007, -0.243, -0.066, -0.200, -0.159, 0.034, 0.096, -0.060, 1.074, 0.142, 0.123, 0.167, -0.013, 0.126, 0.102, 0.065, 0.092, 0.106, 0.092, 0.119, 0.127, 0.058, 0.221], "e_tot_ev": -22316.8292, "e_homo_ev": [-14.03, -14.03], "orbital_gap_ev": [6.8415, 6.8403], "charge": 2}



(8)
{"formula": "C8H14N3O", "method": "the ωB97M-V functional and the def2-TZVPD basis", "symbols": ["C", "C", "C", "C", "C", "C", "C", "C", "N", "N", "N", "O", "H", "H", "H", "H", "H", "H", "H", "H", "H", "H", "H", "H", "H", "H"], "positions_angstrom": [[-0.3431, 0.9752, -0.7747], [-0.1525, -1.2996, -0.9331], [1.9214, 0.6389, 1.1782], [1.1901, 1.8874, 1.6297], [0.5056, 0.5599, 1.7102], [-0.5903, 0.1566, 0.7782], [-1.8907, 0.4263, 1.5298], [-0.0007, 0.0325, -3.0269], [-0.0139, -0.1522, -1.5681], [-0.3990, -1.1771, 0.3455], [-0.2495, -2.4496, -1.6033], [-0.2044, 2.0773, -1.1192], [2.0561, 0.5467, 0.1197], [2.8420, 0.4323, 1.6713], [1.4314, 2.2880, 2.6440], [0.8895, 2.6387, 0.9701], [0.3477, 0.2070, 2.6888], [-2.8056, 0.1832, 0.9849], [-1.9229, 1.4974, 1.7456], [-2.0315, -0.1573, 2.5036], [-0.7713, -0.5305, -3.5278], [-0.1648, 1.1126, -3.1231], [1.0213, -0.1589, -3.4458], [-0.9252, -1.8737, 0.8724], [0.1908, -2.3474, -2.4646], [-0.0625, -3.4212, -1.3488]], "lowdin_charge": [-0.249, -0.343, -0.064, -0.075, -0.248, -0.324, -0.002, 0.034, 0.017, 0.179, 0.251, 0.199, 0.092, 0.100, 0.133, 0.078, 0.132, 0.087, 0.106, 0.125, 0.102, 0.103, 0.127, 0.196, 0.087, 0.160], "e_tot_ev": -15033.6868, "e_homo_ev": -13.96, "orbital_gap_ev": 10.7089, "charge": 1, "e_above_lowest_kj_mol": 58.2}



(9)
{"formula": "C8H14N3O2", "method": "the ωB97M-V functional and the def2-TZVPD basis", "symbols": ["C", "C", "C", "C", "C", "C", "C", "C", "N", "N", "N", "O", "O", "H", "H", "H", "H", "H", "H", "H", "H", "H", "H", "H", "H", "H", "H"], "positions_angstrom": [[-0.4360, 0.3242, 2.2554], [1.7224, -0.4677, 1.3347], [0.7268, -0.3793, 2.3350], [0.6072, 0.6399, -0.4055], [0.7947, -0.2636, -2.4815], [-1.3069, 1.0178, -2.0267], [-1.1964, -1.1068, -0.9745], [-0.3232, 0.0770, -1.4017], [1.5886, -0.1184, 0.1580], [0.9274, -1.1876, 3.6132], [-0.5319, 1.2545, 1.1801], [0.1102, -1.0956, 4.4694], [2.0409, -1.7121, 3.7142], [-1.1741, 0.3561, 2.9760], [2.7188, -1.0067, 1.5424], [0.9526, 1.6988, -0.5794], [0.2682, -0.2993, -3.5073], [1.2157, -1.3384, -2.4084], [1.6516, 0.3710, -2.6920], [-1.7278, 0.6379, -2.9389], [-2.1893, 1.4649, -1.4050], [-0.8305, 1.9867, -2.2986], [-0.5757, -1.5627, -0.1950], [-1.3000, -1.7075, -1.9423], [-2.1387, -0.8414, -0.5725], [-1.4755, 1.1155, 0.7920], [-0.1190, 2.1426, 1.4587]], "lowdin_charge": [0.024, -0.061, -0.056, -0.080, -0.028, -0.078, -0.012, -0.589, 0.142, -0.336, 0.126, 0.135, 0.094, 0.119, 0.180, 0.183, 0.120, 0.126, 0.087, 0.089, 0.123, 0.102, 0.085, 0.136, 0.071, 0.137, 0.162], "e_tot_ev": -17075.5000, "e_homo_ev": -14.81, "orbital_gap_ev": 9.6337, "charge": 1, "e_above_lowest_kj_mol": 630.8}